Here is a cluster of 3 separate species, C5H5BrNO2S in total in a non-equilibrium geometry from the OMol25 dataset. Energies are from ωB97M-V/def2-TZVPD.

Each line ends with the natural charge from an NBO analysis.
Positions of all 15 atoms, in Å:
C: -1.7502 -0.0857 -0.6006  -0.12
C: -1.9458 -1.7583 1.5210  1.04
C: -1.3013 -0.8658 -1.5863  -0.41
C: 0.3427 0.3020 -0.1372  0.08
C: 1.5872 0.7826 0.5162  -0.65
N: -0.8560 0.5722 0.1994  -0.47
O: -3.0201 -1.3108 1.6880  -0.55
O: -0.9644 -2.2863 1.4589  -0.50
S: 0.4369 -0.8307 -1.4987  0.33
Br: -3.4310 -2.4544 -3.7235  -0.94
H: -2.7621 0.1973 -0.4018  0.22
H: -1.9489 -1.4293 -2.2430  0.32
H: 2.3276 0.8571 -0.1662  0.22
H: 2.0901 0.0973 1.1576  0.22
H: 1.5074 1.7607 1.0957  0.22

Atoms 1-6, force components in eV/Å:
C -0.92 1.28 0.32
C -5.76 2.12 0.93
C 0.97 -0.06 0.45
C 0.81 -1.00 -0.58
C -1.47 1.39 2.23
N 0.05 0.49 0.57

Net charge: -1
Energy: -3371.0769 Ha
HOMO level: -0.14635 hartree
Gap between HOMO and LUMO: 6.8 eV
LUMO: 2.79 eV
2S+1: 1
F_max: 6.21 eV/Å

=====

Here is a cluster of 2 separate species, C5H5BrSSe in total in a non-equilibrium geometry from the OMol25 dataset. Energies are from ωB97M-V/def2-TZVPD.

Each line ends with the natural charge from an NBO analysis.
Positions of all 13 atoms, in Å:
C: -0.5709 1.9980 0.6344  -0.50
C: 0.3883 2.7163 -1.5502  -0.42
C: 0.0772 1.0518 -0.0257  0.07
C: 0.6387 1.4084 -1.2610  -0.25
C: -0.3867 -3.3361 1.0938  -0.83
S: -0.5266 3.4884 -0.3083  0.43
Se: 1.1058 -2.2258 1.6673  0.22
Br: 1.6113 0.2462 -2.3832  0.09
H: -1.0607 1.9904 1.5825  0.25
H: 0.6896 3.2691 -2.4180  0.25
H: -1.0469 -2.7373 0.4741  0.25
H: -0.0012 -4.1769 0.5229  0.23
H: -0.9180 -3.6924 1.9713  0.23

Atoms 1-6, force components in eV/Å:
C -0.24 0.85 -0.01
C -0.13 -0.10 0.30
C 0.52 -1.30 0.39
C 0.23 0.11 -0.40
C 0.25 0.04 0.12
S 0.18 -0.83 0.06

Net charge: 0
Energy: -5566.9528 Ha
HOMO level (spin up / spin down): -0.28888 / -0.28914 hartree
Gap between HOMO and LUMO (spin up / spin down): 4.6 / 4.6 eV
LUMO (spin up / spin down): -3.28 / -3.28 eV
2S+1: 1
F_max: 1.46 eV/Å

=====

> What is the formula in the first record?

C5H5BrNO2S

=====

> What is the formula in the second record?

C5H5BrSSe